1.
C35H53Br19NO4 as an isolated structure in a non-equilibrium geometry, computed with wB97M-V/def2-TZVPD.

Geometry as XYZ:
```
112
Properties=species:S:1:pos:R:3
Br 11.217 -3.758 -1.688
Br 8.340 -4.533 -3.866
Br -9.001 -2.034 -0.135
Br 5.583 -1.613 0.223
Br -6.250 -0.841 -2.234
Br 8.147 -4.255 0.157
Br -1.388 2.859 1.439
Br -2.574 0.996 -3.056
Br 0.292 1.748 -0.994
Br 5.219 2.567 -0.565
Br 1.391 11.113 -1.676
Br 4.033 6.026 1.371
Br -1.698 -6.852 0.850
Br -2.093 10.014 -2.185
Br 6.284 2.762 2.955
Br -10.161 -4.340 -3.245
Br 1.111 6.141 -0.884
Br -2.868 -6.735 -2.647
Br -9.118 -7.747 -2.289
O 0.660 -2.915 1.035
O 1.548 -2.616 3.085
O 2.117 4.351 4.310
O 3.572 -0.719 2.442
N 1.410 2.276 2.001
C 2.551 1.525 2.220
C -1.402 2.539 -3.126
C -9.320 -6.151 -1.192
C -6.007 0.396 3.992
C -10.519 -5.342 -1.613
C 9.560 -3.013 -3.902
C -8.055 -1.335 -2.743
C 6.264 -4.365 0.635
C -0.029 -4.109 1.495
C -6.050 -0.714 1.675
C 0.170 1.736 1.763
C 0.040 10.605 -0.367
C 5.423 -3.497 -0.264
C -1.447 -0.376 1.519
C -4.568 -0.737 1.595
C -0.028 0.263 1.750
C -1.129 -7.243 -1.932
C -2.246 -0.172 2.886
C -1.270 -8.022 -0.650
C 1.581 3.764 2.043
C -4.549 0.362 3.898
C 2.681 7.300 -0.811
C -6.751 -0.178 2.854
C 1.210 4.202 3.533
C 3.930 6.512 -0.514
C 6.803 1.498 1.566
C 1.145 -0.572 2.000
C 10.974 -3.435 -3.593
C -0.788 9.445 -0.857
C 6.956 2.182 0.232
C 2.461 0.069 2.224
C -9.044 -0.882 -1.705
C -3.816 -0.200 2.741
C 1.111 -2.136 2.069
C 0.020 2.124 -2.887
H -8.056 -2.410 -2.903
H -0.549 11.495 -0.155
H 0.312 1.231 -3.435
H -1.989 -1.075 3.517
H -1.879 0.720 3.459
H -10.061 -0.958 -2.089
H 6.055 0.710 1.562
H 9.491 -2.619 -4.916
H 11.274 -4.344 -4.109
H -6.489 0.809 4.905
H 0.927 4.284 1.297
H 9.169 -2.277 -3.203
H 4.817 7.117 -0.700
H 5.998 -5.415 0.508
H -1.524 2.960 -4.124
H 5.693 -3.575 -1.315
H -11.403 -5.948 -1.801
H -8.868 0.132 -1.353
H -9.447 -6.520 -0.174
H -1.979 0.146 0.674
H -1.334 -1.454 1.246
H 6.186 -4.100 1.687
H 2.472 8.071 -0.073
H -2.047 -8.781 -0.690
H 4.365 -3.732 -0.146
H -0.554 -6.327 -1.817
H -4.020 -1.156 0.710
H 0.707 2.934 -3.133
H -8.238 -0.831 -3.692
H 3.531 2.036 2.386
H 0.601 10.325 0.525
H -8.385 -5.599 -1.259
H 0.121 4.339 3.809
H -10.755 -4.587 -0.863
H -0.673 -7.860 -2.706
H 7.457 1.527 -0.481
H 11.673 -2.635 -3.836
H -1.771 3.251 -2.391
H -0.192 8.659 -1.315
H 4.034 -0.824 1.571
H -1.040 -3.806 1.888
H 2.638 4.045 1.794
H -7.862 -0.182 2.938
H -3.973 0.792 4.756
H 4.001 5.588 -1.084
H -1.377 9.023 -0.043
H -0.324 -8.492 -0.381
H 2.741 7.756 -1.799
H 0.556 -4.743 2.204
H -6.717 -1.102 0.859
H 7.494 3.125 0.292
H -0.198 -4.748 0.569
H 7.756 1.086 1.897
```

Total charge: +1
Highest occupied orbital energy, eV: -10.58

Löwdin population analysis, charges in e, atoms 1 to 8: 0.59 0.59 0.67 0.79 0.62 0.60 0.85 0.63



2.
A 2-piece molecular cluster, C3H8NO overall in a non-equilibrium geometry, computed with wB97M-V/def2-TZVPD.

Geometry as XYZ:
```
13
Properties=species:S:1:pos:R:3
O -0.583 -0.874 0.784
N -1.584 1.369 0.292
C 2.662 -0.629 0.058
C -0.438 0.408 0.097
C -0.854 -0.902 -0.522
H 3.468 -0.413 -0.634
H -2.531 0.981 -0.051
H 3.163 -0.827 1.071
H 1.566 -0.525 0.010
H -1.830 -1.173 -0.972
H -0.052 -1.377 -1.204
H -1.527 1.669 1.221
H -1.459 2.294 -0.151
```

Multiplicity: 3
Energy above the lowest of the compared OMol25 structures with the same formula, charge and spin, kJ/mol: 212.4
Expectation value of S²: 2.01
Total charge: +1
Highest occupied orbital energy (spin up / spin down), eV: -11.97 / -15.95

Löwdin population analysis, charges in e, atoms 1 to 8: 0.04 0.25 0.10 -0.01 -0.18 -0.01 0.22 0.03



Question: Which value of total charge does entry 2 give?
Answer: +1